[1]
ORCA calculation (ωB97M-V with the def2-TZVPD basis set) on a structure of composition C16H17MnN4O3PSSe2.

Each line ends with the Mulliken charge.
Geometry (Å):
Mn -0.014 -0.113 0.256  0.51
Se -1.004 -2.171 -0.965  -0.52
P 1.000 -2.079 -1.813  1.31
Se 2.030 -0.227 -1.344  -0.47
C 1.953 -3.495 -1.197  0.57
C 2.666 -3.382 -0.008  -0.33
C 3.323 -4.488 0.509  -0.74
C 3.272 -5.704 -0.156  -0.39
C 2.558 -5.819 -1.342  -0.67
C 1.896 -4.718 -1.861  -0.34
C 0.963 -2.300 -3.611  0.36
C -0.228 -2.422 -4.312  -0.34
C -0.205 -2.577 -5.692  -0.62
C 1.004 -2.610 -6.368  -0.41
C 2.198 -2.484 -5.667  -0.68
C 2.179 -2.327 -4.293  -0.24
H 2.706 -2.433 0.511  0.16
H 3.874 -4.396 1.436  0.39
H 3.789 -6.564 0.248  0.38
H 2.517 -6.766 -1.863  0.39
H 1.336 -4.812 -2.783  0.37
H -1.168 -2.391 -3.776  0.23
H -1.135 -2.673 -6.237  0.40
H 1.020 -2.730 -7.444  0.38
H 3.143 -2.506 -6.194  0.40
H 3.109 -2.221 -3.747  0.37
C -3.804 3.251 -3.665  -1.07
C -2.297 3.055 -3.520  -0.40
C -1.878 2.802 -2.109  0.24
N -1.345 1.713 -1.704  -0.27
N -1.058 1.708 -0.359  0.07
C -1.389 2.824 0.245  0.32
N -1.187 3.079 1.546  -0.35
S -2.095 3.982 -0.832  -0.22
H -4.068 3.414 -4.709  0.33
H -4.154 4.114 -3.096  0.33
H -4.344 2.373 -3.309  0.32
H -1.762 3.928 -3.902  0.29
H -1.958 2.192 -4.093  0.25
H -0.868 2.327 2.150  0.33
H -1.572 3.908 1.959  0.18
O 0.680 -0.230 4.045  -0.58
N 0.483 -0.265 2.862  1.40
O 1.063 -1.045 2.072  -0.72
O -0.369 0.530 2.300  -0.91

Values from the calculation:
E_LUMO (spin up / spin down) (hartree): 0.008 / 0.008
Total charge: 0
Expectation value of S²: 8.76
Multiplicity: 6

[2]
ORCA calculation (ωB97M-V with the def2-TZVPD basis set) on a cluster of 2 separate species, C16H17N in total.

Each line ends with the Mulliken charge.
Geometry (Å):
C -0.749 -0.406 3.465  -1.49
C -0.440 0.581 2.426  0.81
C -1.362 1.550 2.096  -0.92
N -0.928 2.386 1.125  -0.03
C 0.387 2.026 0.878  -0.38
C 1.103 2.336 -0.306  -0.62
C 2.098 1.494 -0.606  -0.85
C 2.454 0.361 0.111  -0.49
C 1.854 0.069 1.319  -0.61
C 0.733 0.872 1.671  1.00
H -1.391 -1.216 3.145  0.28
H -1.325 -0.077 4.333  0.40
H 0.197 -0.785 3.734  0.38
H -2.250 1.761 2.696  0.38
H -1.273 3.360 0.912  0.30
H 0.842 3.189 -1.015  0.29
H 2.478 1.720 -1.562  0.38
H 3.107 -0.314 -0.375  0.78
H 2.324 -0.736 1.915  0.38
C 0.992 -2.442 -0.731  -1.61
C -0.003 -1.483 -1.286  1.27
C -1.377 -1.641 -0.951  -0.54
C -2.329 -0.882 -1.616  -0.34
C -1.981 -0.010 -2.656  -0.71
C -0.667 0.102 -2.994  -0.48
C 0.369 -0.717 -2.459  -0.63
H 0.915 -3.500 -1.341  0.29
H 0.828 -2.467 0.325  0.38
H 1.964 -1.972 -0.902  0.31
H -1.504 -2.323 -0.079  0.32
H -3.375 -1.077 -1.388  0.37
H -2.745 0.433 -3.290  0.43
H -0.351 0.561 -3.870  0.47
H 1.403 -0.753 -2.724  0.47

Values from the calculation:
SMILES: Cc1c[nH]c2ccccc12.Cc1ccccc1
E_LUMO (hartree): 0.034
Total charge: 0

[3]
ORCA calculation (ωB97M-V with the def2-TZVPD basis set) on an isolated molecule of C16H17N3O2.

Each line ends with the Mulliken charge.
Geometry (Å):
C 1.779 -1.418 5.471  -1.42
C 0.692 -1.381 4.439  0.67
C 0.988 -1.337 3.086  -0.91
C -0.008 -1.279 2.128  -0.25
C -1.350 -1.264 2.503  0.95
N -2.400 -1.299 1.591  -0.25
C -2.216 -0.850 0.235  -0.97
C -1.994 0.670 0.160  0.58
O -2.473 1.435 0.956  -0.59
N -1.228 1.046 -0.912  0.28
N -0.923 2.339 -1.129  -0.87
C -0.219 2.699 -2.120  -0.33
C 0.353 1.880 -3.199  0.41
C -0.385 0.888 -3.849  -0.67
C 0.197 0.141 -4.856  -0.65
C 1.512 0.359 -5.225  -0.57
C 2.251 1.356 -4.595  0.83
O 3.539 1.622 -4.929  -0.52
C 1.666 2.116 -3.590  -0.60
C -1.648 -1.302 3.866  -0.56
C -0.647 -1.361 4.812  -0.70
H 2.025 -0.406 5.796  0.27
H 2.682 -1.871 5.067  0.36
H 1.463 -1.983 6.346  0.37
H 2.021 -1.345 2.766  0.32
H 0.278 -1.243 1.088  0.28
H -3.262 -0.956 1.995  0.27
H -3.128 -1.083 -0.325  0.34
H -1.389 -1.396 -0.223  0.41
H -0.835 0.329 -1.523  0.40
H 0.010 3.757 -2.139  0.45
H -1.427 0.738 -3.606  0.60
H -0.378 -0.621 -5.361  0.39
H 1.965 -0.233 -6.009  0.28
H 3.826 1.038 -5.642  0.29
H 2.253 2.884 -3.110  0.46
H -2.683 -1.283 4.177  0.31
H -0.909 -1.387 5.860  0.35

Values from the calculation:
SMILES: Cc1ccc(NCC(=O)N/N=C\c2cccc(O)c2)cc1
E_LUMO (hartree): 0.014
Total charge: 0

| no. | largest force on an atom (eV/A) |
| --- | --- |
| 1 | 0.115 |
| 2 | 4.685 |
| 3 | 1.049 |